C19H26N4O5S | ωB97M-V/def2-TZVPD

Output
- SMILES string = COCCNC(=O)Cn1cnc2ccc(S(=O)(=O)N3CCC(C)CC3)cc2c1=O
- HOMO (eV) = -9.066
- E_LUMO (Ha) = -0.0015
- total charge = 0
- energy above the lowest of the compared OMol25 structures with the same formula, charge and spin (kJ/mol) = 107.9

Element x y z (Å)
C 0.9165 1.3985 -0.9541
O 1.9897 1.7193 -0.1100
C 3.0984 2.2633 -0.7931
C 4.1996 2.5488 0.2333
N 4.5334 1.3411 0.9514
C 5.3952 0.4437 0.4422
O 6.1677 0.6551 -0.4666
C 5.2732 -0.9432 1.1054
N 4.0736 -1.5621 0.5696
C 4.1252 -2.2849 -0.5788
N 3.1227 -2.7791 -1.1994
C 1.8734 -2.5498 -0.6881
C 0.7524 -3.0423 -1.3705
C -0.5098 -2.7805 -0.8899
C -0.6715 -2.0313 0.2719
S -2.3133 -1.5905 0.8386
O -2.3414 -1.6278 2.2691
O -3.2684 -2.3829 0.1139
N -2.3164 0.0177 0.3530
C -2.7369 0.2225 -1.0180
C -4.2582 0.2184 -1.1681
C -4.8943 1.2398 -0.2228
C -6.4158 1.2037 -0.3267
C -4.4328 0.9445 1.2061
C -2.9081 0.9564 1.2858
C 0.4074 -1.5549 0.9733
C 1.6954 -1.8137 0.5008
C 2.8564 -1.2704 1.1905
O 2.8266 -0.5967 2.2032
H 0.5584 2.2860 -1.4909
H 1.2027 0.6362 -1.6914
H 0.1233 1.0058 -0.3198
H 3.4697 1.5474 -1.5432
H 2.8157 3.1913 -1.3122
H 3.8543 3.2942 0.9502
H 5.0934 2.9043 -0.2827
H 3.8395 1.0209 1.6190
H 6.1440 -1.5488 0.8540
H 5.1636 -0.8508 2.1876
H 5.1111 -2.4434 -0.9964
H 0.9114 -3.6148 -2.2701
H -1.3938 -3.1491 -1.3872
H -2.2891 -0.5740 -1.6149
H -2.3243 1.1820 -1.3500
H -4.6247 -0.7800 -0.9257
H -4.5197 0.4435 -2.2038
H -4.5443 2.2420 -0.5014
H -6.7351 1.4234 -1.3430
H -6.8620 1.9372 0.3410
H -6.7884 0.2190 -0.0547
H -4.7849 -0.0451 1.5056
H -4.8418 1.6821 1.8988
H -2.5717 0.6637 2.2801
H -2.5152 1.9512 1.0499
H 0.2680 -0.9869 1.8793

=====

C7H16N2O2S | ωB97M-V/def2-TZVPD

Output
- HOMO (eV) = -7.284
- E_LUMO (Ha) = 0.0295
- total charge = 0
- energy above the lowest of the compared OMol25 structures with the same formula, charge and spin (kJ/mol) = 112.1

Element x y z (Å)
C -0.7469 -1.4364 1.6777
C 1.6208 -1.0243 0.9310
C 0.5139 -0.5976 1.8859
C -0.0085 -0.2073 -1.3593
C 0.9803 -0.6868 3.3389
C -2.0818 2.7843 -2.2140
C -1.5686 1.3922 -2.2864
N -0.1829 -1.2058 -2.3341
N -0.5649 1.0052 -1.5507
O 2.6595 -0.4755 -1.4305
O 1.6456 1.3981 -0.1421
S 1.5941 0.0083 -0.5768
H -0.5419 -2.4848 1.8869
H -1.5342 -1.1033 2.3487
H 2.6128 -0.8657 1.3461
H 1.5278 -2.0547 0.6007
H 0.2819 0.4502 1.6634
H 1.8517 -0.0571 3.4992
H 1.2401 -1.7126 3.5921
H 0.1907 -0.3554 4.0090
H -2.0768 3.2523 -3.1989
H -3.1111 2.8006 -1.8521
H -1.4676 3.3814 -1.5429
H -1.1010 -1.3436 0.6529
H -2.0423 0.6666 -2.9247
H 0.4524 -1.0933 -3.1247
H -0.0447 -2.1324 -1.9456
H -0.0985 1.6974 -0.9494

=====

C17H28N4O3S | ωB97M-V/def2-TZVPD

Output
- SMILES string = C[C@H]1[C@@H](NC(=O)C2CCN(S(=O)(=O)c3cnc[nH]3)CC2)CCC[C@@H]1C
- HOMO (eV) = -9.162
- E_LUMO (Ha) = 0.0170
- total charge = 0
- energy above the lowest of the compared OMol25 structures with the same formula, charge and spin (kJ/mol) = 0.0

Element x y z (Å)
C 0.5026 2.0832 -2.1903
C 0.2888 1.8285 -0.6971
C 1.4848 1.1340 -0.0303
N 1.6757 -0.2065 -0.5490
C 1.3496 -1.3022 0.1456
O 1.0398 -1.2472 1.3299
C 1.4516 -2.6352 -0.6008
C 0.6338 -3.6858 0.1634
C -0.8660 -3.4453 -0.1047
N -1.0268 -2.1044 -0.6202
S -2.5313 -1.4001 -0.3886
O -3.5850 -2.2370 -0.8842
O -2.4258 -0.0702 -0.9186
C -2.6359 -1.3239 1.3684
C -3.7181 -1.4040 2.2101
N -3.3180 -1.1998 3.4851
C -2.0265 -0.9961 3.4260
N -1.5586 -1.0482 2.1630
C -0.5277 -1.9774 -1.9747
C 0.9003 -2.5455 -2.0281
C 2.7696 1.9582 -0.1578
C 2.4867 3.4516 0.0638
C 1.1920 3.6559 0.8441
C -0.0285 3.1308 0.0724
C -1.2009 2.9143 1.0272
H -0.4118 2.4891 -2.6159
H 0.7242 1.1580 -2.7200
H 1.3084 2.7878 -2.3760
H -0.5756 1.1621 -0.6118
H 1.2485 0.9970 1.0288
H 1.9330 -0.2812 -1.5189
H 2.5061 -2.9306 -0.6174
H 0.8487 -3.5861 1.2271
H 0.9169 -4.6885 -0.1555
H -1.2619 -4.1783 -0.8213
H -1.4533 -3.5267 0.8105
H -4.7398 -1.6000 1.9593
H -1.4021 -0.8083 4.2760
H -0.5830 -1.0070 1.8613
H -1.1831 -2.5078 -2.6806
H -0.5621 -0.9141 -2.2153
H 1.5317 -1.9416 -2.6809
H 0.8854 -3.5543 -2.4444
H 3.4892 1.5960 0.5787
H 3.2085 1.8015 -1.1452
H 3.3178 3.9079 0.6039
H 2.4027 3.9692 -0.8931
H 1.0546 4.7189 1.0505
H 1.2704 3.1477 1.8070
H -0.3221 3.8896 -0.6598
H -1.4534 3.8400 1.5401
H -2.0746 2.5664 0.4817
H -0.9497 2.1656 1.7764

=====

C28H34N7O2 | ωB97M-V/def2-TZVPD

Output
- SMILES string = C=CC(=O)Nc1cc([NH2+]c2nccc(-c3cn(C)c4ccccc34)n2)c(OC)cc1N(C)CCN(C)C
- HOMO (eV) = -10.069
- E_LUMO (Ha) = -0.0862
- total charge = +1
- energy above the lowest of the compared OMol25 structures with the same formula, charge and spin (kJ/mol) = 0.0

Element x y z (Å)
C -0.0888 -4.6805 0.4793
C -0.3670 -3.7736 -0.4466
C -0.0427 -2.3424 -0.2498
O 0.3732 -1.8900 0.8043
N -0.2797 -1.5850 -1.3557
C -0.0221 -0.2266 -1.5278
C 0.9586 0.4485 -0.8177
C 1.2918 1.7425 -1.1704
N 2.2979 2.4944 -0.4163
C 1.7997 2.9284 0.9155
N 1.7139 4.2265 1.0608
C 1.2632 4.6114 2.2659
C 0.9248 3.7090 3.2441
C 1.0560 2.3301 2.9615
C 0.7100 1.2666 3.8351
C 0.5590 -0.0445 3.3906
N 0.1898 -0.8443 4.3939
C -0.0810 -2.2475 4.2691
C 0.1041 -0.1040 5.5525
C -0.2171 -0.5172 6.8374
C -0.2100 0.4359 7.8347
C 0.1215 1.7613 7.5572
C 0.4414 2.1751 6.2804
C 0.4222 1.2414 5.2473
N 1.5225 1.9683 1.7423
C 0.6905 2.3875 -2.2560
O 1.1605 3.6382 -2.5249
C 0.5650 4.3776 -3.5722
C -0.3135 1.7243 -2.9420
C -0.7218 0.4419 -2.5623
N -1.8086 -0.1384 -3.1798
C -2.8216 -0.8240 -2.4112
C -1.8375 -0.3360 -4.6060
C -1.5995 -1.8158 -4.9727
N -0.5429 -2.4220 -4.1657
C 0.7718 -1.9219 -4.5401
C -0.5764 -3.8721 -4.2921
H -0.3194 -5.7239 0.3541
H 0.3920 -4.3910 1.3997
H -0.8417 -4.0434 -1.3781
H -0.5782 -2.0410 -2.2250
H 1.4691 -0.0409 -0.0054
H 2.4996 3.3537 -0.9534
H 3.1413 1.9265 -0.2843
H 1.1809 5.6789 2.4081
H 0.5424 4.0414 4.1917
H 0.6643 -0.4192 2.3909
H -1.0891 -2.4728 4.6217
H 0.6324 -2.8287 4.8573
H 0.0045 -2.5215 3.2188
H -0.4569 -1.5471 7.0512
H -0.4546 0.1525 8.8465
H 0.1312 2.4784 8.3637
H 0.7138 3.2038 6.1063
H 1.0822 5.3348 -3.5829
H 0.7004 3.8797 -4.5356
H -0.4987 4.5411 -3.3847
H -0.8322 2.2078 -3.7532
H -2.7426 -0.5346 -1.3663
H -3.8006 -0.5066 -2.7805
H -2.7717 -1.9134 -2.4818
H -2.8105 -0.0356 -5.0107
H -1.0702 0.2896 -5.0617
H -1.3783 -1.8822 -6.0488
H -2.5176 -2.3771 -4.7884
H 1.0156 -2.1442 -5.5874
H 1.5236 -2.3865 -3.9037
H 0.8155 -0.8453 -4.3899
H 0.2110 -4.3033 -3.6750
H -0.4247 -4.2052 -5.3267
H -1.5403 -4.2478 -3.9494

=====

C24H37IrN2O10S2Si | ωB97M-V/def2-TZVPD

Output
- HOMO (alpha / beta) (eV) = -11.976 / -12.647
- E_LUMO (alpha / beta) (Ha) = -0.1426 / -0.2773
- <S²> = 8.78
- 2S+1 = 6
- total charge = +1
- energy above the lowest of the compared OMol25 structures with the same formula, charge and spin (kJ/mol) = 0.0

Element x y z (Å)
Ir -0.0259 -1.0681 -0.8739
O 3.2609 -4.2683 2.9622
C 3.9067 -4.1883 1.8064
O 4.9844 -4.6813 1.6212
C 3.2002 -3.4945 0.6861
C 3.6934 -3.4685 -0.6054
N 2.7881 -2.8360 -1.3636
N 1.7313 -2.4474 -0.6458
C 1.9749 -2.8147 0.6057
C 0.9069 -2.5059 1.6073
O 0.9539 -3.0367 2.7169
O -0.0251 -1.7305 1.1998
H 2.3946 -3.7891 2.9450
H 4.6127 -3.8692 -1.0008
H 2.8135 -2.6550 -2.3559
C 0.5690 -6.4239 2.8452
C -0.1018 -5.7143 1.7432
C 0.3076 -5.9045 0.3892
C -0.2787 -5.1921 -0.6062
C -1.2792 -4.2400 -0.2777
C -1.7613 -4.0997 1.0397
C -1.1829 -4.8230 2.0321
S -1.8870 -3.1256 -1.5534
O -0.6717 -2.8018 -2.3369
O -2.9286 -3.8361 -2.2078
O -2.2413 -1.9190 -0.7818
H 1.4734 -6.9386 2.5334
H -0.1306 -7.1597 3.2666
H 0.7883 -5.7257 3.6582
H 1.1002 -6.6114 0.1792
H 0.0264 -5.3005 -1.6397
H -2.5373 -3.3732 1.2424
H -1.4914 -4.6964 3.0616
C -2.7783 3.2092 -3.6246
C -2.5536 2.6413 -2.2338
C -3.3540 3.4056 -1.1909
C -2.8754 1.1573 -2.1915
O -1.1442 2.8402 -1.9581
Si -0.1178 2.3089 -0.8408
S 0.9402 0.6466 -1.8615
O -0.8498 1.6871 0.4568
C -0.6395 1.8990 1.8871
C -0.9193 3.3639 2.1969
C -1.6456 1.0005 2.5830
C 0.7887 1.5183 2.2403
O 1.0166 3.3813 -0.4734
C 1.5334 4.5616 -1.1486
C 2.7251 5.0059 -0.3178
C 1.9552 4.1735 -2.5569
C 0.4534 5.6317 -1.1658
H -3.8238 3.0994 -3.9153
H -2.1565 2.6856 -4.3520
H -2.5219 4.2692 -3.6462
H -4.4202 3.3365 -1.4123
H -3.0695 4.4592 -1.1947
H -3.1789 2.9932 -0.1959
H -3.9203 0.9881 -2.4558
H -2.7261 0.7613 -1.1852
H -2.2509 0.6079 -2.9008
H -1.9374 3.6252 1.9036
H -0.2182 4.0106 1.6683
H -0.8130 3.5455 3.2673
H -2.6594 1.2710 2.2829
H -1.5630 1.1252 3.6637
H -1.4654 -0.0438 2.3361
H 1.5054 2.1687 1.7369
H 0.9829 0.4805 1.9617
H 0.9375 1.6102 3.3167
H 3.4813 4.2203 -0.2849
H 2.4111 5.2315 0.7024
H 3.1725 5.9029 -0.7481
H 2.7086 3.3839 -2.5257
H 2.3818 5.0342 -3.0742
H 1.0935 3.8274 -3.1339
H 0.1096 5.8408 -0.1510
H -0.3970 5.3184 -1.7723
H 0.8587 6.5541 -1.5841

=====

C24H48AlCl2P2Se | ωB97M-V/def2-TZVPD

Output
- HOMO (eV) = -2.640
- E_LUMO (Ha) = 0.0824
- total charge = -1

Element x y z (Å)
Al 0.5996 0.8296 -1.0127
Cl -0.5330 -1.0261 -1.2128
P 2.6883 0.0964 -1.7870
C 2.5006 -0.1831 -3.5971
C 3.6539 1.6103 -1.3947
C 3.3763 -1.4787 -1.1256
C 1.1399 0.3026 -4.1175
H 2.4955 -1.2875 -3.6470
C 3.6442 0.3484 -4.4712
H 3.7756 1.4344 -4.3579
H 3.3719 0.1554 -5.5228
H 4.5999 -0.1636 -4.2822
H 0.3054 -0.2448 -3.6608
H 1.1279 0.1206 -5.1981
H 0.9777 1.3749 -3.9503
H 2.6297 -2.1873 -1.5409
C 3.3025 -1.5659 0.4065
C 4.7779 -1.8718 -1.6305
H 4.7638 -2.1565 -2.6940
H 5.1165 -2.7589 -1.0657
H 5.5233 -1.0763 -1.4635
H 2.4119 -1.0809 0.8374
H 4.2002 -1.1441 0.8801
H 3.2676 -2.6338 0.6732
C 2.8621 2.9085 -1.6553
H 4.4921 1.5420 -2.1047
C 4.2172 1.6142 0.0361
H 2.5021 3.0077 -2.6918
H 3.5308 3.7438 -1.4101
H 1.9868 2.9978 -0.9901
H 3.4258 1.4971 0.7938
H 4.6819 2.5990 0.1810
H 4.9867 0.8447 0.1992
Cl 0.6771 1.3272 1.1339
H 0.1190 2.0828 -1.8647
P -3.2074 -0.5013 1.5698
C -3.4027 -2.2790 1.8401
C -3.3108 0.6129 3.0126
C -4.0158 -0.0670 -0.0126
C -2.0073 -2.8509 2.1703
H -3.7010 -2.6679 0.8474
C -4.5014 -2.6384 2.8352
H -4.2658 -2.3000 3.8493
H -4.6052 -3.7316 2.8480
H -5.4667 -2.2116 2.5392
H -1.3447 -2.7410 1.2968
H -2.0885 -3.9221 2.4093
H -1.5236 -2.3253 3.0133
H -3.6603 -0.8833 -0.6764
C -3.4798 1.2493 -0.6239
C -5.5508 -0.1333 0.0689
H -5.8963 -1.1762 0.1214
H -5.9828 0.3218 -0.8403
H -5.9378 0.4045 0.9446
H -2.4529 1.4661 -0.2787
H -4.1322 2.1114 -0.4016
H -3.4264 1.1285 -1.7173
C -2.3664 0.1524 4.1511
H -4.3686 0.5216 3.3362
C -3.0261 2.0888 2.6362
H -2.6886 -0.8055 4.5857
H -2.3946 0.9026 4.9532
H -1.3291 0.0522 3.7851
H -2.0105 2.1969 2.2204
H -3.0900 2.6969 3.5479
H -3.7559 2.4749 1.9119
Se 1.5923 -1.5907 3.9937
C 2.6689 -0.1581 4.2857
C 4.0720 -0.2237 4.0662
C 4.8428 0.9352 4.0949
C 4.2601 2.1703 4.4306
C 2.8972 2.2220 4.7606
C 2.1090 1.0815 4.7022
H 4.5188 -1.1919 3.8437
H 5.9067 0.8791 3.8542
H 4.8715 3.0851 4.4523
H 2.4411 3.1686 5.0684
H 1.0470 1.1019 4.9413

=====

C21H30NOP | ωB97M-V/def2-TZVPD

Output
- SMILES string = CCCCN(CCCC)CP(=O)(c1ccccc1)c1ccccc1
- HOMO (eV) = -8.168
- E_LUMO (Ha) = 0.0277
- total charge = 0
- energy above the lowest of the compared OMol25 structures with the same formula, charge and spin (kJ/mol) = 11.3

Element x y z (Å)
C -1.1366 -0.7181 4.7742
C -1.5193 0.5357 3.9976
C -0.8666 0.5520 2.6195
C -1.2572 1.7841 1.8084
N -0.6266 1.7744 0.5053
C -0.5635 3.0584 -0.1646
C 0.5820 3.1120 -1.1768
C 1.9429 2.9691 -0.5027
C 3.0718 2.9307 -1.5243
C -1.0768 0.6967 -0.3307
P 0.2649 -0.6145 -0.3065
O 1.3941 -0.3091 0.5746
C -0.5715 -2.1764 0.1283
C -1.7651 -2.5951 -0.4440
C -2.3478 -3.7795 -0.0305
C -1.7460 -4.5453 0.9554
C -0.5575 -4.1266 1.5313
C 0.0277 -2.9442 1.1171
C 0.7854 -0.7880 -2.0467
C -0.0965 -0.9148 -3.1118
C 0.3917 -1.0024 -4.4028
C 1.7572 -0.9602 -4.6364
C 2.6387 -0.8311 -3.5759
C 2.1521 -0.7459 -2.2840
H -1.4576 -1.6093 4.2385
H -1.6008 -0.7198 5.7579
H -0.0579 -0.7684 4.9008
H -2.6063 0.5778 3.8875
H -1.2097 1.4210 4.5576
H -1.1553 -0.3541 2.0791
H 0.2180 0.5367 2.7191
H -0.9199 2.6762 2.3414
H -2.3603 1.8385 1.7234
H -0.3878 3.8235 0.5950
H -1.5173 3.2998 -0.6702
H 0.4702 2.3111 -1.9121
H 0.5272 4.0631 -1.7129
H 1.9422 2.0490 0.0802
H 2.0971 3.8053 0.1830
H 3.0908 3.8461 -2.1141
H 4.0326 2.8226 -1.0270
H 2.9396 2.0894 -2.2019
H -2.0269 0.2723 0.0201
H -1.2206 1.0344 -1.3598
H -2.2427 -1.9971 -1.2065
H -3.2767 -4.1060 -0.4755
H -2.2073 -5.4679 1.2761
H -0.0908 -4.7208 2.3033
H 0.9483 -2.5879 1.5560
H -1.1624 -0.9417 -2.9374
H -0.2946 -1.1006 -5.2318
H 2.1321 -1.0253 -5.6474
H 3.7031 -0.7940 -3.7574
H 2.8161 -0.6356 -1.4392

=====

C9H22FeN3O8P | ωB97M-V/def2-TZVPD

Output
- HOMO (alpha / beta) (eV) = 1.888 / -2.408
- E_LUMO (alpha / beta) (Ha) = 0.1622 / 0.0779
- <S²> = 20.03
- 2S+1 = 9
- total charge = -2
- energy above the lowest of the compared OMol25 structures with the same formula, charge and spin (kJ/mol) = 207.6

Element x y z (Å)
Fe -2.3267 0.9224 2.5518
O -1.1562 -0.7015 2.3946
H -0.5247 -0.6594 1.6503
P -4.2578 0.0850 3.9939
O -4.1725 0.4528 2.5345
O -4.3689 -1.4476 4.3622
O -4.7591 1.2003 4.9814
O -2.7760 0.3319 4.4038
C 2.6796 -4.4866 -1.3537
O 3.4182 -4.9522 -2.1718
N 2.4802 -3.1915 -1.1479
C 3.2113 -2.0381 -1.8388
C 1.4532 -2.7704 -0.2432
H 2.0640 -4.9553 -0.5704
H 2.6498 -1.3881 -2.5098
H 4.1049 -2.4235 -2.3297
H 3.5637 -1.3639 -1.0582
H 1.5233 -1.7175 0.0299
H 0.5229 -2.7319 -0.8101
H 1.5750 -3.2408 0.7325
C 1.7119 3.3343 1.1849
O 1.9828 4.5050 0.7462
N 2.1627 2.1770 0.5641
C 1.7758 0.8835 1.1602
C 3.0202 2.1726 -0.6088
H 1.0396 3.0737 2.0169
H 2.7158 0.3397 1.2535
H 1.1524 0.4657 0.3696
H 1.2185 0.7658 2.0895
H 2.4084 1.8781 -1.4614
H 3.2161 3.2282 -0.7971
H 3.9555 1.6206 -0.5166
C -2.1401 1.9293 -0.6198
O -2.1246 1.6777 0.6181
N -2.4498 0.9219 -1.5344
C -2.7217 1.3604 -2.9377
C -2.7125 -0.4635 -1.1015
H -1.9884 2.9287 -1.0563
H -2.3453 0.7905 -3.7873
H -2.5977 2.4335 -3.0836
H -3.8049 1.3671 -3.0590
H -3.7882 -0.3541 -0.9630
H -2.4258 -1.1858 -1.8658
H -2.1650 -0.7743 -0.2118

=====

| no. | E (eV) |
| --- | --- |
| 1 | -47159.138 |
| 2 | -25427.089 |
| 3 | -41022.549 |
| 4 | -44107.853 |
| 5 | -81326.875 |
| 6 | -141237.408 |
| 7 | -35091.352 |
| 8 | -74210.119 |